The following is a DFT calculation (ωB97M-V with the def2-TZVPD basis set) of a cluster of 2 separate species, C4H4Cl4O in total in a non-equilibrium geometry.

Geometry as XYZ:
```
13
Properties=species:S:1:pos:R:3:lowdin_spin:R:1
C -1.0669 0.6820 1.6035 0.37
C 0.1993 0.4165 1.2456 0.03
C 0.9248 0.9418 0.1955 0.39
C -0.1722 -1.3361 -1.2021 0.57
O 0.0157 -0.8681 -2.3597 0.14
Cl 0.0957 1.8865 -1.0658 0.06
Cl 2.5648 0.6161 -0.0894 0.11
Cl 1.0236 -2.3704 -0.5621 0.12
Cl -1.6837 -1.2980 -0.4861 0.15
H -1.6440 0.1078 2.2634 0.02
H -1.4856 1.4406 1.0587 0.02
H 0.9917 -0.2557 1.7048 0.00
H 0.2367 0.0371 -2.3063 0.02
```

Computed properties:
LUMO level (alpha / beta) (Ha): 0.0176 / -0.0467
HOMO energy (alpha / beta) (hartree): -0.2571 / -0.3820
2S+1: 3
Electronic energy (a.u.): -2070.66423
Frontier orbital gap (alpha / beta) (eV): 7.475 / 9.123

***

The following is a DFT calculation (ωB97M-V with the def2-TZVPD basis set) of a structure of composition C25H28F5O2RuS in a non-equilibrium geometry.

Geometry as XYZ:
```
62
Properties=species:S:1:pos:R:3:lowdin_spin:R:1
O -0.2217 0.5177 -0.6775 0.02
C 0.8809 0.1428 -1.5346 0.00
C 0.3578 0.9899 -2.6822 0.00
H 0.8853 -0.9354 -1.7354 0.00
H 1.8336 0.5002 -1.1236 0.00
C -0.8004 1.3631 -1.7144 0.00
H 0.0844 0.4019 -3.5604 0.00
H 1.0306 1.8129 -2.9444 0.00
C -2.1771 0.8213 -2.0522 0.00
H -2.1357 -0.2688 -2.2076 0.00
H -2.5873 1.2977 -2.9528 0.00
H -2.8499 1.0459 -1.2130 0.00
C -0.8492 2.8074 -1.2629 0.00
H 0.1606 3.2051 -1.0937 0.00
H -1.4250 2.8668 -0.3263 0.00
H -1.3487 3.4274 -2.0197 0.00
Ru 0.2052 0.3505 2.4740 3.03
C 0.8546 2.2566 3.3021 0.08
C 1.9520 1.3100 3.1665 0.06
C 2.3510 1.3322 1.7768 0.16
H 2.4402 0.7973 3.9859 0.00
C 1.5662 2.3070 1.0970 0.16
C 0.6664 2.8931 2.0245 0.22
H -0.0190 3.7085 1.8206 0.01
H 0.4044 2.5348 4.2536 0.00
H 3.1889 0.7693 1.3654 0.01
H 1.6918 2.6042 0.0640 0.01
C -1.5466 0.2414 3.5208 0.04
C -1.8989 1.4619 2.8189 0.18
C -2.4023 1.1112 1.5355 0.21
H -1.8844 2.4609 3.2501 0.01
C -2.2859 -0.2861 1.3673 0.26
C -1.6997 -0.8471 2.5488 0.09
H -1.5543 -1.9027 2.7636 0.00
H -1.4324 0.1298 4.5919 0.01
H -2.8799 1.8019 0.8479 0.01
H -2.6618 -0.8663 0.5308 0.01
O 0.7136 -0.6753 -5.2467 0.00
C 0.1121 0.2323 -6.1971 0.00
C 0.3744 -0.2500 -7.6321 0.00
H 0.5180 1.2446 -6.0317 0.00
H -0.9656 0.3036 -5.9659 0.00
C 1.4796 -1.3047 -7.4781 0.00
H 0.6426 0.5770 -8.2936 0.00
H -0.5324 -0.7288 -8.0039 0.00
C 1.3212 -1.7437 -6.0131 0.00
H 2.4507 -0.8278 -7.6319 0.00
H 1.3772 -2.1385 -8.1792 0.00
H 2.2662 -2.0412 -5.5385 0.00
H 0.6563 -2.6212 -5.9661 0.00
F -0.4701 -3.9714 8.0989 0.00
C -0.1103 -3.4205 6.9240 0.02
C 0.2668 -2.0790 6.8633 0.00
F 0.2408 -1.3227 7.9807 0.00
C 0.6751 -1.5322 5.6576 0.02
F 1.0961 -0.2330 5.6554 0.01
C 0.6953 -2.2805 4.4706 0.05
S 1.2313 -1.6229 2.9414 0.28
C 0.2998 -3.6306 4.5575 0.02
F 0.3034 -4.3915 3.4388 0.01
C -0.0929 -4.1990 5.7618 0.00
F -0.4434 -5.5072 5.8225 0.00
```

Computed properties:
LUMO level (alpha / beta) (Ha): 0.0210 / -0.0531
HOMO energy (alpha / beta) (hartree): -0.2157 / -0.2804
2S+1: 6
Electronic energy (a.u.): -2112.02355
Frontier orbital gap (alpha / beta) (eV): 6.442 / 6.185
Energy relative to the best compared isomer or geometry (same formula, charge and spin) (kJ/mol): 0.0

***

The following is a DFT calculation (ωB97M-V with the def2-TZVPD basis set) of a structure of composition C67H61Br2Cl2Ge2N2O7RuS4.

Geometry as XYZ:
```
148
Properties=species:S:1:pos:R:3:lowdin_spin:R:1
Ru 0.0711 -0.1437 -0.0734 3.93
C 7.7529 -5.1377 0.2375 0.00
C 7.2274 -4.0011 1.0749 0.00
C 7.8757 -2.7733 1.1068 0.00
C 7.3991 -1.7202 1.8770 0.00
C 8.0745 -0.3750 1.8177 0.00
C 6.2464 -1.9069 2.6448 0.00
C 5.5619 -3.1231 2.6067 0.00
C 4.2451 -3.3124 3.3144 0.00
C 6.0687 -4.1537 1.8226 0.00
C 5.7903 -0.7921 3.5293 0.00
C 6.3381 -0.7681 4.8109 0.00
C 6.0373 0.2511 5.6944 0.00
C 5.2057 1.2758 5.2810 0.00
C 4.6352 1.2718 4.0100 0.00
C 4.8958 0.2084 3.1205 0.01
Ge 3.9282 0.1077 1.3809 0.03
S 1.8308 -0.2116 1.7629 0.19
S 4.5922 1.7302 -0.0201 0.01
Ge 3.9749 0.1223 -1.5136 0.03
S 1.8790 0.4823 -1.8879 0.19
S 4.5333 -1.5153 -0.0690 0.00
C 5.0237 0.0357 -3.2107 0.01
C 5.9719 1.0178 -3.5371 0.00
C 6.5915 1.0155 -4.7854 0.00
C 6.3136 0.0311 -5.7132 0.00
C 5.4156 -0.9690 -5.3876 0.00
C 4.7635 -0.9801 -4.1577 0.00
C 3.8312 -2.1145 -3.8877 0.00
C 4.2538 -3.2035 -3.1281 0.00
C 5.6860 -3.3707 -2.6838 0.00
C 3.3280 -4.1911 -2.7926 0.00
C 2.0192 -4.1404 -3.2359 0.00
C 0.9851 -5.1254 -2.7672 0.00
C 1.6642 -3.1158 -4.1102 0.00
C 2.5415 -2.1018 -4.4433 0.00
C 2.1056 -1.0021 -5.3740 0.00
C 6.4329 2.0628 -2.5732 0.00
C 5.7927 3.2955 -2.4803 0.00
C 4.5148 3.5814 -3.2239 0.00
C 6.3023 4.2528 -1.6028 0.00
C 7.4195 4.0073 -0.8242 0.00
C 7.9535 5.0438 0.1292 0.00
C 8.0306 2.7597 -0.9184 0.00
C 7.5485 1.7819 -1.7720 0.00
C 8.1675 0.4090 -1.7820 0.00
C 3.8852 2.5038 3.6120 0.00
C 2.5621 2.7306 4.0011 0.00
C 1.8123 1.7598 4.8725 0.00
C 1.9304 3.8968 3.5772 0.00
C 2.5878 4.8488 2.8111 0.00
C 1.8839 6.0880 2.3261 0.00
C 3.9252 4.6382 2.5052 0.00
C 4.5902 3.4902 2.9093 0.00
C 6.0673 3.3518 2.6398 0.00
H 8.6253 -4.8294 -0.3391 0.00
H 6.9941 -5.4876 -0.4636 0.00
H 8.0414 -5.9867 0.8616 0.00
H 8.7665 -2.6249 0.5039 0.00
H 9.0846 -0.4673 1.4171 0.00
H 8.1278 0.0974 2.7991 0.00
H 7.5088 0.2997 1.1655 0.00
H 4.0865 -2.5714 4.0957 0.00
H 4.1810 -4.3073 3.7584 0.00
H 3.4235 -3.2099 2.6000 0.00
H 5.5271 -5.0939 1.7802 0.00
H 7.0143 -1.5643 5.1009 0.00
H 6.4683 0.2611 6.6885 0.00
H 4.9951 2.1112 5.9394 0.00
H 7.3144 1.7921 -5.0088 0.00
H 6.8067 0.0328 -6.6781 0.00
H 5.2039 -1.7650 -6.0924 0.00
H 6.3452 -2.6277 -3.1317 0.00
H 6.0450 -4.3617 -2.9725 0.00
H 5.7774 -3.2848 -1.6000 0.00
H 3.6429 -5.0064 -2.1482 0.00
H 1.4447 -5.9656 -2.2457 0.00
H 0.4014 -5.5149 -3.6044 0.00
H 0.2921 -4.6362 -2.0787 0.00
H 0.6569 -3.0874 -4.5064 0.00
H 1.0946 -1.1901 -5.7357 0.00
H 2.7729 -0.9158 -6.2347 0.00
H 2.1004 -0.0433 -4.8535 0.00
H 4.3833 2.9264 -4.0836 0.00
H 4.4865 4.6176 -3.5651 0.00
H 3.6583 3.4202 -2.5626 0.00
H 5.7918 5.2070 -1.5164 0.00
H 7.3808 5.9692 0.0647 0.00
H 8.9997 5.2751 -0.0837 0.00
H 7.8996 4.6862 1.1586 0.00
H 8.8895 2.5380 -0.2913 0.00
H 9.1329 0.4169 -1.2753 0.00
H 8.3053 0.0342 -2.7970 0.00
H 7.5152 -0.3014 -1.2626 0.00
H 2.4632 1.2924 5.6117 0.00
H 1.3872 0.9624 4.2610 0.00
H 1.0000 2.2682 5.3940 0.00
H 0.8966 4.0645 3.8610 0.00
H 0.9800 6.2821 2.9032 0.00
H 1.5901 5.9777 1.2793 0.00
H 2.5350 6.9614 2.3951 0.00
H 4.4697 5.3919 1.9448 0.00
H 6.4728 4.3052 2.3006 0.00
H 6.2727 2.6072 1.8681 0.00
H 6.6042 3.0453 3.5400 0.00
Cl -5.0362 0.7287 -5.5016 0.00
C -3.7398 0.8769 -4.3302 0.00
C -3.2977 2.1564 -3.9594 0.00
C -2.2992 2.2888 -3.0428 0.01
Cl -1.8073 3.8823 -2.5481 0.00
C -1.6434 1.1691 -2.4194 0.01
O -0.7470 1.3677 -1.5529 0.10
C -2.1099 -0.1106 -2.8585 0.00
C -1.5376 -1.3478 -2.3964 0.02
O -0.4926 -1.4944 -1.7701 0.08
C -3.1622 -0.2298 -3.7837 0.00
H -3.7653 3.0368 -4.3786 0.00
H -2.0810 -2.2583 -2.7051 0.00
H -3.5087 -1.2177 -4.0638 0.00
Br -3.6689 4.2285 3.7534 0.00
C -2.4486 3.1584 2.7697 0.00
C -2.1030 1.9056 3.2462 0.00
C -1.2093 1.1645 2.4964 0.01
N -0.6819 1.6157 1.3547 0.09
C -1.0571 2.8023 0.8947 0.01
C -1.9316 3.6295 1.5841 0.00
H -2.5232 1.5054 4.1569 0.00
H -0.9086 0.1695 2.8067 0.00
H -0.6587 3.0900 -0.0692 0.00
H -2.2225 4.5844 1.1730 0.00
O -1.4107 -3.3844 0.3208 0.00
N -1.2750 -2.7774 1.3680 0.01
O -1.9578 -3.0126 2.3632 0.01
O -0.4186 -1.8318 1.4541 0.09
Br -8.5448 0.9166 -0.7840 0.00
C -7.0166 -0.0797 -0.2097 0.00
C -7.2026 -1.3717 0.2542 0.00
C -6.0887 -2.0884 0.6687 0.00
C -4.8200 -1.5268 0.6073 0.00
C -4.6582 -0.2276 0.1468 0.00
C -5.7681 0.5072 -0.2631 0.00
C -3.2856 0.4362 0.0768 0.01
O -3.2651 1.6667 0.0305 0.00
O -2.2937 -0.3637 0.0803 0.08
H -8.1940 -1.8031 0.2887 0.00
H -6.2111 -3.1004 1.0345 0.00
H -3.9540 -2.0958 0.9096 0.00
H -5.6237 1.5234 -0.6036 0.00
```

Computed properties:
LUMO level (alpha / beta) (Ha): 0.1329 / 0.1296
HOMO energy (alpha / beta) (hartree): -0.1053 / -0.1205
2S+1: 6
Net charge: -2
Electronic energy (a.u.): -15136.07454
Frontier orbital gap (alpha / beta) (eV): 6.481 / 6.805
Energy relative to the best compared isomer or geometry (same formula, charge and spin) (kJ/mol): 16.7

***

The following is a DFT calculation (ωB97M-V with the def2-TZVPD basis set) of a cluster of 4 separate species, H8O4 in total.

Geometry as XYZ:
```
12
Properties=species:S:1:pos:R:3:nbo_charge:R:1
O -10.3160 -5.7021 -3.8010 -0.96
H -10.1385 -5.9026 -4.7244 0.48
H -10.7625 -4.8442 -3.8237 0.49
O -9.0929 -5.2368 -1.2229 -0.96
H -9.6860 -4.7145 -0.6736 0.46
H -9.5835 -5.3878 -2.0499 0.49
O -11.6330 -3.7425 -5.7207 -0.96
H -12.5966 -3.7933 -5.8015 0.49
H -11.3268 -3.4860 -6.6000 0.49
O -11.8996 -2.0836 -3.5393 -0.97
H -11.8750 -2.5144 -4.4204 0.48
H -11.0597 -1.6192 -3.4658 0.47
```

Computed properties:
LUMO level (Ha): 0.0014
HOMO energy (hartree): -0.3909
2S+1: 1
Electronic energy (a.u.): -305.74952
SMILES: O.O.O.O
Frontier orbital gap (eV): 10.676
Energy relative to the best compared isomer or geometry (same formula, charge and spin) (kJ/mol): 77.9